DFT (wB97M-V/def2-TZVPD) results for a cluster of 2 separate species, C6H8OS3 in total at a distorted geometry.

The value obtained for the gap between HOMO and LUMO is 0.325 Ha. For the energy above the lowest of the compared OMol25 structures with the same formula, charge and spin, the calculation gives 1.555 eV. The calculation puts the LUMO energy at 0.4 eV. Its structure (SMILES) is C#C/C=C(/S)CC(=O)S.S. The HOMO energy is -8.450 eV.

Geometry as ORCA input:
```
! RIJCOSX wB97M-V def2-TZVPD def2/J DEFGRID3
* xyz 0 1
C 0.73486 0.48613 -1.63806
C -1.41027 1.85481 -1.80602
C -0.47319 1.10441 -1.78913
C 1.25937 0.39519 -0.39297
C 0.60031 1.14069 0.75726
C -0.50809 0.28938 1.30271
O -0.78509 -0.86526 0.98948
S 0.23261 -3.77969 -0.72039
S 2.60253 -0.63453 0.11830
S -1.78245 1.07489 2.34566
H 1.09003 0.01923 -2.44845
H -2.20820 2.57377 -1.78595
H 1.34328 1.33940 1.46385
H 0.11894 2.13795 0.33566
H -0.20117 -3.83472 0.53108
H -0.95554 -3.24198 -0.85586
H 2.70938 0.11407 1.31194
H -2.36728 -0.17375 2.28090
*
```